Entry 1:
Computed, not measured: an isolated ion of composition C5H10ClN4 and charge +1, with the ωB97M-V functional and the def2-TZVPD basis.

Structure (XYZ):
```
20
Properties=species:S:1:pos:R:3:forces:R:3:mulliken_charge:R:1
Cl 1.855 -1.366 1.846 -0.7 0.1 -0.7 -0.068
N -0.110 2.248 -1.034 1.6 -1.3 -3.2 -0.453
N -0.014 0.535 0.530 -0.6 -2.1 -2.4 -0.152
N -0.579 -2.144 1.460 -1.8 0.4 0.5 -0.318
N 0.667 -1.889 -0.449 -0.6 -2.3 1.2 -0.325
C -0.863 1.043 1.603 3.0 1.0 0.2 -1.180
C 0.586 0.130 -1.816 3.2 -1.7 0.1 -0.804
C 0.565 -1.323 -1.530 0.8 -0.7 -3.6 -0.231
C 0.165 0.946 -0.696 -1.2 2.9 3.6 0.571
C 0.435 -1.649 0.801 3.1 1.9 1.4 0.595
H 0.573 -2.037 -2.424 0.2 1.2 0.9 0.383
H -0.955 -1.499 2.174 0.3 -1.0 -0.2 0.246
H 0.018 0.274 -2.660 -1.9 0.7 -1.8 0.471
H -0.534 2.072 1.864 -0.5 -0.4 0.1 0.411
H -0.535 0.413 2.444 -0.6 0.4 0.2 0.398
H 0.527 2.620 -1.770 -1.1 -0.3 0.7 0.257
H -0.269 2.883 -0.331 -0.5 1.5 1.9 0.228
H -1.913 1.007 1.435 -0.8 -0.1 -0.4 0.320
H -1.244 -2.606 0.862 -0.5 0.0 0.1 0.281
H 1.627 0.341 -2.309 -1.3 -0.2 1.4 0.369
```
Forces are in eV/Å.

Total charge: +1
Orbital gap, eV: 9.4755
Largest force on an atom, eV/A: 4.78
SMILES: C/N=C(\N)C/C=N\C(=[NH2+])Cl

Entry 2:
Computed, not measured: a 2-piece molecular cluster, C4H8O3 overall, with the ωB97M-V functional and the def2-TZVPD basis.

Structure (XYZ):
```
15
Properties=species:S:1:pos:R:3:forces:R:3:mulliken_charge:R:1
O 0.158 -2.508 -1.210 -0.1 -0.1 0.1 -0.678
O 0.191 -1.027 1.327 0.1 0.0 0.1 -0.646
O 2.434 0.296 0.991 -0.4 0.3 -0.2 -0.503
C 1.439 0.890 0.648 0.3 -0.2 0.2 0.151
C 0.053 0.307 0.892 0.0 0.1 -0.1 0.149
C -0.788 0.390 -0.358 0.0 0.2 -0.1 -0.038
C -1.246 1.516 -0.893 0.0 -0.1 0.1 -0.835
H 0.156 -2.239 -0.275 0.0 -0.1 -0.1 0.397
H -0.401 0.923 1.688 0.1 0.0 -0.1 0.329
H -1.811 1.495 -1.820 0.1 0.0 0.1 0.265
H 1.479 1.880 0.157 0.0 -0.1 0.1 0.333
H 1.130 -1.121 1.575 -0.1 0.0 0.0 0.365
H -0.748 -2.788 -1.382 0.1 -0.1 0.0 0.321
H -1.079 2.494 -0.445 0.0 -0.1 0.0 0.271
H -0.940 -0.563 -0.853 0.0 0.2 0.0 0.119
```
Forces are in eV/Å.

Orbital gap, eV: 10.7185
Largest force on an atom, eV/A: 0.57
SMILES: C=C[C@@H](O)C=O.O

Entry 3:
Computed, not measured: a 2-piece molecular cluster, C2H8OS2 overall, with the ωB97M-V functional and the def2-TZVPD basis.

Structure (XYZ):
```
13
Properties=species:S:1:pos:R:3:forces:R:3:mulliken_charge:R:1
S -1.816 -0.553 -0.661 0.9 0.2 -0.1 0.337
S -2.506 -2.268 0.135 -0.5 -0.5 -0.7 -0.046
O 0.944 1.035 0.320 0.8 -1.4 -1.4 -0.425
C 1.453 1.702 1.468 -0.6 -0.2 0.1 -0.466
C -0.487 -1.017 -1.796 -0.1 -0.2 0.6 -0.710
H 0.029 1.102 0.041 0.1 1.1 0.9 0.248
H -1.753 -2.161 1.217 0.4 0.2 0.7 0.268
H 0.157 -0.146 -1.935 -0.5 0.2 -0.5 0.348
H 0.169 -1.777 -1.363 -0.4 -0.2 0.2 0.364
H 0.620 1.740 2.177 0.6 0.6 0.3 0.248
H 1.919 2.652 1.211 -0.6 0.3 0.0 0.236
H 2.287 1.115 1.854 -0.4 -0.3 0.1 0.215
H -1.016 -1.424 -2.667 0.4 0.3 -0.2 0.385
```
Forces are in eV/Å.

Total charge: +1
Orbital gap (spin up / spin down), eV: 9.3745 / 4.9117
Multiplicity: 2
Largest force on an atom, eV/A: 2.15

Number 1: energy -875.43246 hartree. Number 2: energy -382.88940 hartree. Number 3: energy -952.23778 hartree.